1.
Here is C2H3ClF2 as an isolated structure at a distorted geometry from the Open Molecules 2025 dataset. Energies are from ωB97M-V/def2-TZVPD.

```
! RIJCOSX wB97M-V def2-TZVPD def2/J DEFGRID3
* xyz 0 1
C -0.1566 0.7193 -0.3083
C -0.0570 -0.7057 0.0450
H 0.9861 1.2091 -0.7179
H -1.1677 0.9395 -0.7972
H -0.0222 1.0859 0.9747
F -0.6445 -0.8222 1.3041
F -0.5728 -1.6103 -0.6998
Cl 1.6348 -0.8156 0.1993
*
```

Computed properties:
**HOMO-LUMO gap**: 11.8 eV
**LUMO**: 0.796 eV

2.
Here is C17H34BeO2P2 as an isolated structure at a distorted geometry from the Open Molecules 2025 dataset. Energies are from ωB97M-V/def2-TZVPD.

```
! RIJCOSX wB97M-V def2-TZVPD def2/J DEFGRID3
* xyz 0 1
P 0.8715 -2.2700 -0.8732
P 0.4989 0.7388 -1.9247
C 0.3351 -1.8833 -2.5691
C 1.0075 -0.6138 -3.0521
H -0.7569 -1.8137 -2.4810
H 0.5790 -2.7739 -3.1583
H 2.0997 -0.6857 -3.0654
H 0.6423 -0.4324 -4.0633
C -0.6154 1.5812 -3.1502
H -0.8618 2.6135 -2.8726
H -1.5328 1.0056 -3.3180
H -0.1009 1.6293 -4.1174
C 1.9291 1.8778 -2.0765
H 1.7786 2.5602 -2.9243
H 2.8453 1.2913 -2.2219
H 1.9888 2.4688 -1.1517
C -0.4398 -3.4430 -0.4459
H -0.3856 -3.8403 0.5724
H -0.4377 -4.2492 -1.1846
H -1.3672 -2.8688 -0.5629
C 2.5164 -3.0367 -1.3191
H 3.2860 -2.2635 -1.4954
H 2.3899 -3.6360 -2.2261
H 2.9068 -3.7193 -0.5568
Be 1.9698 -1.5627 0.6795
C -1.6075 3.6930 1.3062
C -2.1828 3.6939 0.0869
C -3.0065 2.6241 -0.5601
C -3.5305 1.5387 0.4221
C -2.6593 0.3332 0.5457
C -1.3956 0.3514 0.9552
C -0.4413 1.5239 0.8706
C -0.7698 2.6158 1.9028
C 1.8470 -3.0480 1.6869
H -1.7147 4.5765 1.9476
H -2.1126 4.5979 -0.5363
H -2.4249 2.1583 -1.3766
H -3.8970 3.1156 -1.0091
H -3.7021 1.9920 1.3996
H -4.4990 1.2027 0.0451
H -3.1532 -0.6227 0.3479
H -0.8972 -0.5946 1.2948
H -0.4421 1.9714 -0.1453
H 0.5748 1.1346 1.0659
H -1.2914 2.1531 2.7494
H 0.1578 3.0437 2.3161
H 2.8658 -3.1756 2.0873
H 1.5740 -3.9008 1.0581
H 1.0534 -2.9775 2.4454
C 1.1753 -0.7222 4.7957
O 0.9774 -1.0292 3.4106
C 1.9341 -0.8830 2.4690
O 2.8661 -0.1309 2.5197
H 1.4671 -1.6019 5.3840
H 0.1977 -0.3968 5.1469
H 1.8902 0.0890 4.9267
*
```

Computed properties:
**HOMO-LUMO gap**: 6.6 eV
**LUMO**: 0.244 eV

3.
Here is a 5-piece molecular cluster, C10H30O5 overall at a distorted geometry from the Open Molecules 2025 dataset. Energies are from ωB97M-V/def2-TZVPD.

```
! RIJCOSX wB97M-V def2-TZVPD def2/J DEFGRID3
* xyz 1 2
C -3.5214 -2.3219 -0.8379
C -2.8634 -3.3779 -1.7454
O -3.8172 -3.6379 -2.7596
H -2.7931 -1.6966 -0.3215
H -4.2560 -2.7793 -0.1751
H -4.1161 -1.6654 -1.4731
H -2.7299 -4.2626 -1.1228
H -1.9220 -3.0589 -2.1928
H -4.6772 -3.8631 -2.3973
C 2.6796 2.4210 5.3645
C 2.2847 1.9992 3.9156
O 3.2862 1.0385 3.5781
H 3.6002 2.9869 5.5074
H 2.8090 1.5273 5.9749
H 1.9709 3.1356 5.7830
H 2.3057 2.8264 3.2062
H 1.3144 1.5027 3.9194
H 3.2284 0.9597 2.6230
C 3.1690 -1.7114 0.6970
C 3.8452 -0.3886 0.4929
O 2.9551 0.5988 0.8185
H 2.4567 -1.8224 -0.1207
H 2.6723 -1.7631 1.6658
H 3.8270 -2.5727 0.5815
H 4.1259 -0.2553 -0.5518
H 4.7507 -0.3403 1.0978
H 2.1747 0.4457 0.2807
C -0.7340 1.1829 1.2994
C -0.9397 1.0814 -0.2756
O 0.0202 0.1347 -0.7485
H -1.4574 1.8598 1.7538
H 0.2250 1.6018 1.6041
H -0.8564 0.1368 1.5800
H -0.8246 2.0445 -0.7729
H -1.9152 0.6417 -0.4833
H 0.1024 0.2903 -1.6922
C -2.6689 1.1189 -3.6802
C -1.4500 0.1841 -3.7885
O -0.4042 1.0642 -3.5154
H -2.7110 1.7875 -4.5400
H -2.5616 1.7058 -2.7679
H -3.5781 0.5194 -3.6336
H -1.4543 -0.2212 -4.8003
H -1.4107 -0.6241 -3.0581
H -0.1412 1.5674 -4.2895
*
```

Computed properties:
**HOMO-LUMO gap (alpha / beta)**: 9.4 / 2.4 eV
**LUMO (alpha / beta)**: -2.543 / -9.530 eV

Computed values of energy above the lowest of the compared OMol25 structures with the same formula, charge and spin (unit: kcal per mole) for the preceding records, in sequence: 56.90; 58.60; 14.98.